1.
Below is a molecular structure, C24H68MgO11, with properties calculated with ωB97M-V/def2-TZVPD.

## Properties
**HOMO level**: -7.261 eV
**Kohn-Sham gap**: 2.6 eV
**Energy above the lowest of the compared OMol25 structures with the same formula, charge and spin**: 404.5 kcal per mole
**LUMO level**: -0.1698 Ha

Cartesian coordinates (Å):
1 Mg -1.979 -27.375 13.757
2 C -1.432 -21.554 16.502
3 C -1.895 -22.973 16.521
4 C -3.413 -22.961 16.954
5 O -1.819 -23.776 15.344
6 H -1.349 -21.154 17.513
7 H -1.930 -20.950 15.743
8 H -0.384 -21.679 16.230
9 H -1.381 -23.389 17.388
10 H -3.801 -23.979 16.928
11 H -3.972 -22.174 16.450
12 H -3.545 -22.721 18.009
13 C -3.020 -31.070 19.171
14 C -3.935 -30.211 18.191
15 C -4.735 -29.304 19.112
16 O -3.369 -29.540 17.037
17 H -2.354 -30.367 19.671
18 H -2.314 -31.722 18.655
19 H -3.671 -31.658 19.817
20 H -4.718 -30.883 17.840
21 H -3.997 -28.544 19.369
22 H -5.219 -29.792 19.958
23 H -5.515 -28.872 18.485
24 C -5.863 -17.378 12.397
25 C -5.033 -18.520 11.952
26 O -5.060 -18.729 10.588
27 H -5.820 -17.221 13.475
28 H -6.841 -17.358 11.917
29 H -5.504 -16.515 11.836
30 H -5.340 -19.462 12.406
31 H -3.979 -18.415 12.212
32 H -4.178 -18.951 10.281
33 C -3.977 -27.563 25.103
34 C -4.733 -26.339 24.689
35 O -4.025 -25.740 23.649
36 H -2.958 -27.288 25.376
37 H -3.802 -28.247 24.273
38 H -4.543 -28.082 25.877
39 H -4.834 -25.650 25.528
40 H -5.743 -26.532 24.327
41 H -4.161 -26.052 22.751
42 C 0.003 -14.226 12.610
43 C 0.759 -14.516 13.920
44 O 1.957 -13.777 13.911
45 H 0.849 -14.266 11.924
46 H -0.493 -13.255 12.593
47 H -0.503 -15.137 12.289
48 H 0.845 -15.587 14.104
49 H 0.053 -14.238 14.702
50 H 2.575 -14.036 14.598
51 C 1.899 -20.571 9.539
52 C 2.078 -21.011 11.021
53 O 1.805 -22.398 11.266
54 H 0.923 -20.864 9.150
55 H 2.656 -21.138 8.997
56 H 2.039 -19.502 9.375
57 H 1.480 -20.382 11.681
58 H 3.100 -20.791 11.331
59 H 1.188 -22.417 12.002
60 C -12.236 -24.965 17.438
61 C -10.728 -25.257 17.739
62 O -9.845 -24.420 17.031
63 H -12.495 -23.917 17.591
64 H -12.864 -25.729 17.895
65 H -12.390 -25.085 16.365
66 H -10.628 -26.200 17.201
67 H -10.653 -25.378 18.820
68 H -8.972 -24.791 17.181
69 C 2.550 -26.235 20.752
70 C 3.179 -27.443 21.353
71 O 2.827 -28.544 20.588
72 H 1.537 -26.010 21.084
73 H 2.425 -26.458 19.692
74 H 3.233 -25.392 20.855
75 H 2.884 -27.530 22.399
76 H 4.258 -27.290 21.336
77 H 1.883 -28.663 20.713
78 C 0.006 -21.456 23.653
79 C 0.654 -22.016 24.851
80 O -0.018 -23.183 25.022
81 H -0.020 -22.121 22.789
82 H 0.409 -20.480 23.385
83 H -1.044 -21.338 23.920
84 H 0.503 -21.332 25.686
85 H 1.716 -22.133 24.639
86 H -0.752 -23.175 24.404
87 C -6.365 -25.351 11.195
88 C -5.881 -26.773 11.652
89 O -4.548 -27.116 11.368
90 H -7.337 -25.352 10.701
91 H -5.660 -24.874 10.515
92 H -6.407 -24.640 12.020
93 H -6.472 -27.532 11.139
94 H -6.141 -26.788 12.710
95 H -4.615 -27.477 10.481
96 C 5.481 -17.987 17.550
97 C 6.528 -17.672 16.558
98 O 6.173 -16.479 15.804
99 H 5.206 -17.233 18.288
100 H 5.875 -18.864 18.064
101 H 4.530 -18.190 17.058
102 H 6.542 -18.410 15.756
103 H 7.500 -17.726 17.049
104 H 5.771 -16.871 15.025


2.
Below is 8 unconnected molecules or ions with the total composition C24H68N4O12, with properties calculated with ωB97M-V/def2-TZVPD.

## Properties
**HOMO level**: -8.570 eV
**Kohn-Sham gap**: 8.5 eV
**Energy above the lowest of the compared OMol25 structures with the same formula, charge and spin**: 70.2 kcal per mole
**LUMO level**: -0.0042 Ha

Cartesian coordinates (Å):
1 C -5.824 -8.713 4.699
2 O -5.007 -7.613 5.067
3 C -4.818 -6.721 3.910
4 C -3.783 -5.728 4.368
5 N -3.682 -4.582 3.436
6 C -2.684 -3.722 3.916
7 C -2.359 -2.602 2.938
8 O -1.442 -3.016 1.960
9 C -0.872 -2.038 1.129
10 H -5.436 -9.240 3.827
11 H -6.858 -8.524 4.413
12 H -5.981 -9.385 5.542
13 H -5.762 -6.235 3.664
14 H -4.450 -7.291 3.057
15 H -2.764 -6.114 4.365
16 H -3.978 -5.413 5.394
17 H -3.524 -4.913 2.495
18 H -1.765 -4.273 4.119
19 H -2.945 -3.322 4.895
20 H -1.955 -1.723 3.441
21 H -3.260 -2.244 2.440
22 H -0.270 -2.493 0.342
23 H -0.182 -1.494 1.773
24 H -1.595 -1.342 0.704
25 C 2.557 1.099 -2.688
26 O 2.522 2.406 -3.271
27 C 1.335 2.887 -3.918
28 C 1.362 4.392 -4.002
29 N 2.483 4.804 -4.780
30 C 2.695 6.242 -4.621
31 C 3.973 6.732 -5.355
32 O 5.168 6.157 -4.789
33 C 6.353 6.559 -5.485
34 H 1.847 1.034 -1.864
35 H 3.503 0.809 -2.230
36 H 2.389 0.326 -3.437
37 H 0.413 2.608 -3.407
38 H 1.353 2.507 -4.939
39 H 1.465 4.814 -3.003
40 H 0.384 4.747 -4.328
41 H 3.255 4.292 -4.379
42 H 2.815 6.466 -3.561
43 H 1.820 6.734 -5.045
44 H 4.086 7.804 -5.200
45 H 3.892 6.561 -6.429
46 H 6.305 6.186 -6.508
47 H 7.252 6.096 -5.079
48 H 6.360 7.649 -5.466
49 C -0.565 -0.822 -2.407
50 O -0.403 -0.083 -3.603
51 C -1.737 0.266 -4.063
52 C -1.866 1.034 -5.416
53 N -3.219 1.518 -5.734
54 C -4.083 0.398 -6.183
55 C -5.479 0.926 -6.741
56 O -5.280 1.705 -7.898
57 C -6.450 2.077 -8.604
58 H -1.316 -1.612 -2.422
59 H -0.682 -0.248 -1.488
60 H 0.357 -1.382 -2.251
61 H -2.368 0.702 -3.288
62 H -2.247 -0.682 -4.231
63 H -1.424 0.524 -6.272
64 H -1.243 1.921 -5.305
65 H -3.061 2.214 -6.448
66 H -4.241 -0.243 -5.317
67 H -3.483 -0.185 -6.881
68 H -5.860 1.537 -5.922
69 H -6.203 0.133 -6.928
70 H -6.245 2.655 -9.504
71 H -7.106 2.647 -7.946
72 H -6.919 1.138 -8.900
73 C 6.875 -2.787 6.343
74 O 5.689 -2.012 6.697
75 C 4.692 -2.823 7.312
76 C 3.436 -1.929 7.645
77 N 2.779 -1.476 6.414
78 C 1.402 -1.092 6.754
79 C 0.872 -0.171 5.640
80 O 1.764 0.963 5.437
81 C 1.128 2.049 4.867
82 H 7.071 -3.524 7.121
83 H 7.744 -2.154 6.166
84 H 6.627 -3.314 5.422
85 H 5.026 -3.089 8.315
86 H 4.490 -3.781 6.834
87 H 3.800 -1.103 8.258
88 H 2.728 -2.554 8.190
89 H 3.244 -0.744 5.896
90 H 1.404 -0.493 7.664
91 H 0.708 -1.905 6.965
92 H -0.161 0.107 5.847
93 H 0.903 -0.686 4.680
94 H 1.300 1.981 3.793
95 H 1.585 2.971 5.227
96 H 0.073 2.082 5.138
97 O 2.725 -1.371 -0.411
98 H 2.356 -0.547 -0.092
99 H 3.455 -1.552 0.181
100 O 0.981 3.245 1.480
101 H 1.117 3.947 0.844
102 H 0.934 3.692 2.325
103 O -0.808 2.313 -0.805
104 H -1.364 2.758 -1.445
105 H -0.354 3.022 -0.348
106 O 0.944 0.515 0.402
107 H 1.179 1.145 1.084
108 H 0.384 1.009 -0.198